No. 1
207
Properties=species:S:1:pos:R:3:mulliken_spin:R:1 method="wB97M-V/def2-TZVPD" e_above_lowest_ev=0.000 charge=+4 max_force_ev_per_a=10.59 multiplicity=2
C 4.18 -2.36 -3.30 0.0001
C 2.80 -2.84 -3.73 0.0000
C 1.90 -1.66 -3.54 -0.0001
N 0.41 -1.79 -3.96 0.0000
C 0.36 -2.23 -5.46 0.0000
C -1.08 -2.17 -6.01 0.0000
C -1.50 -0.68 -5.92 0.0000
C -1.45 -0.24 -4.48 -0.0001
C -0.16 -0.35 -3.74 -0.0001
C -0.35 -2.84 -3.15 0.0000
H 4.14 -2.22 -2.22 0.0001
H 4.38 -1.44 -3.84 0.0000
H 5.00 -3.06 -3.47 0.0000
H 2.46 -3.61 -3.03 0.0000
H 2.78 -3.32 -4.71 0.0000
H 2.36 -0.74 -3.90 0.0000
H 1.81 -1.44 -2.48 0.0000
H 1.01 -1.60 -6.05 0.0000
H 0.58 -3.27 -5.70 0.0000
H -1.28 -2.53 -7.02 0.0000
H -1.85 -2.81 -5.57 0.0000
H -0.83 -0.13 -6.58 0.0000
H -2.50 -0.53 -6.33 0.0000
H -1.56 0.84 -4.38 0.0001
H -2.25 -0.77 -3.95 0.0000
H 0.44 0.47 -4.14 0.0000
H -0.29 -0.37 -2.65 0.0001
H 0.24 -3.76 -3.14 0.0001
H -1.33 -3.05 -3.57 0.0000
H -0.60 -2.51 -2.14 -0.0001
C -2.43 8.22 -1.57 0.0000
C -2.04 7.07 -2.52 -0.0003
C -0.61 7.24 -2.89 0.0001
N 0.04 5.98 -3.62 -0.0001
C 1.56 6.16 -3.49 0.0000
C 2.38 5.02 -4.18 0.0000
C 1.99 3.63 -3.54 0.0000
C 0.47 3.38 -3.45 0.0002
C -0.28 4.70 -2.86 0.0000
C -0.34 5.92 -5.07 0.0000
H -3.49 8.23 -1.29 0.0000
H -2.22 9.16 -2.06 0.0000
H -1.85 8.20 -0.65 0.0000
H -2.62 7.01 -3.44 0.0000
H -2.19 6.17 -1.93 0.0001
H 0.10 7.47 -2.09 0.0000
H -0.47 7.95 -3.70 0.0000
H 1.76 6.23 -2.42 0.0000
H 1.90 7.13 -3.86 0.0000
H 3.46 5.14 -4.19 0.0000
H 2.25 4.93 -5.26 0.0000
H 2.34 3.46 -2.52 0.0000
H 2.32 2.82 -4.19 0.0000
H 0.25 2.52 -2.82 -0.0001
H 0.06 3.08 -4.42 0.0000
H -0.21 4.95 -1.81 -0.0001
H -1.33 4.63 -3.12 0.0001
H 0.34 6.68 -5.45 0.0000
H -1.34 6.31 -5.25 0.0000
H -0.23 4.91 -5.46 0.0000
C -0.24 -11.92 -2.68 0.0000
C 0.98 -10.97 -2.62 0.0000
C 0.53 -9.70 -1.87 0.0000
N 1.43 -8.41 -1.97 0.0000
C 0.57 -7.30 -1.25 0.0000
C 1.44 -6.04 -1.06 0.0001
C 2.79 -6.42 -0.32 -0.0001
C 3.54 -7.57 -0.93 0.0000
C 2.69 -8.80 -1.11 0.0000
C 1.72 -8.10 -3.45 0.0000
H -0.55 -12.18 -1.66 0.0000
H -0.03 -12.80 -3.28 0.0000
H -1.10 -11.44 -3.14 0.0000
H 1.25 -10.71 -3.64 0.0000
H 1.90 -11.47 -2.32 0.0000
H 0.40 -9.92 -0.81 0.0000
H -0.36 -9.23 -2.29 0.0000
H 0.30 -7.74 -0.29 0.0000
H -0.30 -7.24 -1.90 0.0000
H 0.84 -5.36 -0.47 -0.0001
H 1.83 -5.60 -1.98 0.0000
H 2.36 -6.64 0.65 0.0000
H 3.41 -5.55 -0.13 0.0002
H 4.50 -7.71 -0.44 0.0000
H 3.88 -7.24 -1.91 0.0000
H 2.34 -9.02 -0.10 0.0000
H 3.15 -9.65 -1.61 0.0000
H 0.81 -8.00 -4.04 0.0000
H 2.42 -8.83 -3.85 0.0000
H 2.19 -7.12 -3.42 0.0000
C -6.62 6.79 1.62 0.0000
C -5.34 7.03 2.42 0.0000
C -4.79 5.66 2.97 0.0000
N -3.40 5.62 3.69 0.0000
C -2.41 6.37 2.70 0.0001
C -2.32 5.52 1.32 0.0000
C -1.95 3.98 1.59 0.0001
C -2.79 3.37 2.66 -0.0003
C -2.92 4.22 3.95 0.0001
C -3.40 6.47 5.02 0.0000
H -7.44 6.86 2.33 0.0000
H -6.62 5.86 1.04 0.0000
H -6.65 7.58 0.87 0.0000
H -5.45 7.68 3.29 0.0000
H -4.71 7.38 1.61 0.0000
H -4.74 5.15 2.01 0.0000
H -5.54 5.09 3.52 0.0000
H -2.67 7.42 2.56 0.0000
H -1.43 6.43 3.17 0.0001
H -3.22 5.71 0.75 0.0000
H -1.48 5.92 0.75 -0.0001
H -2.11 3.33 0.73 -0.0001
H -0.89 3.81 1.77 0.0002
H -3.70 3.11 2.13 -0.0001
H -2.42 2.41 3.02 0.0002
H -3.60 3.75 4.66 0.0000
H -1.98 4.48 4.45 0.0001
H -4.12 6.21 5.79 0.0000
H -3.54 7.52 4.79 0.0000
H -2.44 6.36 5.53 0.0000
C -3.70 -4.65 5.81 0.0000
C -2.85 -4.35 4.56 0.0000
C -3.70 -3.68 3.43 0.0000
N -2.91 -3.36 2.09 0.0001
C -3.87 -2.45 1.30 -0.0001
C -3.42 -1.94 -0.04 -0.0003
C -3.05 -3.27 -0.82 0.0000
C -1.99 -4.09 -0.09 -0.0005
C -2.44 -4.57 1.30 0.0000
C -1.66 -2.46 2.49 0.0001
H -4.68 -5.09 5.65 0.0000
H -3.88 -3.83 6.51 0.0000
H -3.21 -5.42 6.40 0.0000
H -2.45 -5.27 4.14 0.0000
H -2.00 -3.77 4.93 0.0000
H -4.07 -2.72 3.82 0.0000
H -4.53 -4.35 3.22 0.0000
H -4.85 -2.93 1.19 0.0000
H -4.15 -1.58 1.90 0.0000
H -4.15 -1.34 -0.59 0.0000
H -2.52 -1.33 -0.06 0.0002
H -3.91 -3.92 -1.00 0.0000
H -2.58 -3.00 -1.77 0.0000
H -1.97 -5.03 -0.63 0.0000
H -0.97 -3.73 -0.03 0.0005
H -3.16 -5.37 1.16 0.0000
H -1.66 -5.07 1.86 0.0000
H -1.28 -2.00 1.58 -0.0002
H -1.01 -3.12 3.06 0.0000
H -1.93 -1.67 3.19 0.0000
C 7.52 2.21 4.07 -0.0008
C 6.12 1.78 3.85 -0.0025
C 5.19 3.02 4.07 -0.0003
N 3.78 2.68 3.70 0.0000
C 3.18 1.49 4.53 -0.0007
C 1.66 1.46 4.42 0.0002
C 0.96 2.73 4.83 0.0000
C 1.46 3.82 3.90 0.0001
C 2.98 4.01 4.00 0.0001
C 3.66 2.37 2.16 -0.0001
H 8.16 1.36 3.83 0.0006
H 7.70 2.54 5.09 0.0002
H 7.73 2.89 3.24 0.0001
H 5.87 1.01 4.59 0.0022
H 5.96 1.30 2.89 0.0009
H 5.47 3.94 3.57 0.0000
H 5.37 3.31 5.11 0.0000
H 3.49 1.40 5.57 -0.0001
H 3.52 0.60 4.00 0.0003
H 1.30 0.73 5.14 0.0000
H 1.24 1.07 3.48 -0.0001
H 1.18 2.99 5.86 0.0000
H -0.12 2.66 4.74 0.0000
H 0.95 4.69 4.31 0.0000
H 1.15 3.62 2.88 -0.0001
H 3.39 4.22 4.99 0.0000
H 3.34 4.79 3.32 0.0000
H 4.19 3.10 1.54 0.0000
H 2.59 2.45 1.95 0.0000
H 4.06 1.40 1.90 0.0002
N 6.05 -2.93 4.20 0.3844
S 5.02 -2.31 2.95 -0.0137
O 4.47 -3.32 2.01 0.0351
O 5.40 -1.06 2.28 0.0079
F 3.72 -1.92 3.81 -0.0013
S 7.30 -2.86 3.45 -0.0997
O 8.01 -1.57 3.62 0.4949
O 7.35 -3.44 2.15 0.1955
F 8.19 -3.88 4.35 -0.0027
N 0.13 -0.82 -0.01 0.0001
S 1.48 -1.22 0.87 0.0008
O 1.28 -1.13 2.28 0.0002
O 2.78 -0.99 0.25 -0.0019
F 1.33 -2.82 0.59 0.0007
S 0.35 0.65 -0.03 -0.0001
O 1.22 1.21 -1.07 -0.0001
O 0.31 1.40 1.23 -0.0002
F -1.17 1.04 -0.52 0.0000
N -4.99 2.36 -2.48 0.0000
S -3.69 1.90 -1.74 -0.0004
O -3.71 1.73 -0.28 0.0001
O -2.47 2.33 -2.39 0.0001
F -3.91 0.35 -2.28 0.0000
S -5.04 3.86 -1.68 0.0000
O -3.79 4.47 -1.24 0.0001
O -6.29 4.25 -0.98 0.0000
F -5.23 4.79 -3.02 0.0000

No. 2
182
Properties=species:S:1:pos:R:3:mulliken_charge:R:1 method="wB97M-V/def2-TZVPD" e_above_lowest_ev=2.025 charge=+3 max_force_ev_per_a=5.33 multiplicity=1
C 3.57 3.29 -5.22 -1.4796
C 3.75 3.69 -3.84 -0.3974
C 2.60 3.43 -2.82 -0.5035
C 3.00 3.81 -1.37 -1.0087
P 1.66 4.46 -0.31 0.5477
C 1.44 6.29 -0.64 -1.3392
C 1.37 6.55 -2.14 -0.6150
C 0.95 8.03 -2.47 -0.6366
C 1.60 9.13 -1.60 -1.2313
C 1.77 4.17 1.50 -0.5340
C 1.16 5.35 2.38 -0.6625
C 1.04 5.04 3.88 0.0752
C 2.41 4.78 4.54 -1.3752
C 0.02 3.75 -0.77 -0.9418
C -1.06 4.11 0.24 -0.3699
C -2.41 3.50 -0.20 0.0297
C -2.99 3.97 -1.60 -1.4684
H 3.42 2.21 -5.33 0.3023
H 4.43 3.65 -5.77 0.3960
H 2.67 3.78 -5.60 0.3426
H 3.92 4.76 -3.92 0.2457
H 4.69 3.25 -3.50 0.3778
H 2.39 2.37 -2.91 0.4248
H 1.58 3.76 -3.04 0.4088
H 3.86 4.46 -1.23 0.7202
H 3.32 2.84 -0.98 0.4010
H 2.31 6.77 -0.18 0.8072
H 0.59 6.75 -0.14 0.7389
H 0.67 5.86 -2.61 0.2105
H 2.28 6.36 -2.70 0.1661
H -0.12 8.18 -2.32 0.3157
H 1.15 8.14 -3.53 0.4451
H 2.67 9.27 -1.78 0.3429
H 1.63 9.01 -0.52 0.3040
H 1.11 10.08 -1.82 0.3983
H 2.81 3.96 1.76 0.9317
H 1.32 3.22 1.80 -0.0120
H 0.13 5.55 2.07 0.1434
H 1.73 6.26 2.22 0.6015
H 0.56 4.06 3.93 -0.4345
H 0.52 5.84 4.42 0.5409
H 3.03 3.99 4.12 0.1315
H 2.10 4.57 5.57 0.4447
H 2.99 5.69 4.49 0.4386
H 0.12 2.66 -0.76 0.3803
H -0.22 4.12 -1.77 0.8365
H -1.20 5.18 0.38 0.5469
H -0.88 3.76 1.25 -0.1018
H -3.20 3.88 0.45 0.5077
H -2.37 2.42 -0.04 -0.5009
H -3.89 3.39 -1.78 0.4413
H -2.29 3.79 -2.42 0.2681
H -3.24 5.03 -1.65 0.3547
C -6.35 -5.48 2.41 -1.0885
C -6.81 -4.00 2.53 -0.7065
C -5.73 -2.98 1.96 -0.8716
C -4.30 -3.28 2.42 -1.2954
P -3.14 -1.84 2.25 1.4793
C -2.71 -1.47 0.54 0.4967
C -3.79 -0.79 -0.38 -0.5030
C -3.07 -0.43 -1.65 0.8579
C -3.99 0.19 -2.67 -1.7923
C -3.87 -0.31 3.02 -1.5847
C -2.86 0.84 3.22 1.4987
C -3.34 1.86 4.23 -0.7734
C -2.20 2.69 4.92 -1.0334
C -1.69 -2.06 3.25 -0.3281
C -1.34 -3.54 3.45 -1.2712
C -0.74 -4.08 2.06 1.6774
C -0.33 -5.57 2.27 -1.7293
H -6.02 -5.60 1.37 0.2950
H -7.16 -6.21 2.45 0.3837
H -5.54 -5.82 3.06 0.2613
H -6.97 -3.70 3.57 0.3482
H -7.80 -4.00 2.09 0.4230
H -6.13 -1.99 2.20 0.3139
H -5.71 -2.94 0.87 0.3551
H -3.93 -4.18 1.93 0.5532
H -4.24 -3.55 3.48 0.7754
H -2.39 -2.45 0.18 0.5575
H -1.89 -0.75 0.63 -0.9673
H -4.13 0.16 0.03 0.2990
H -4.64 -1.43 -0.62 0.3321
H -2.50 -1.17 -2.21 -0.2011
H -2.33 0.34 -1.44 -0.2207
H -4.42 -0.69 -3.14 0.4186
H -3.55 0.93 -3.34 0.3924
H -4.86 0.63 -2.19 0.3846
H -4.23 -0.60 4.01 0.6075
H -4.71 0.01 2.39 0.5857
H -2.80 1.25 2.21 -0.6437
H -1.84 0.56 3.47 -0.2894
H -3.99 1.53 5.05 0.4623
H -3.93 2.55 3.63 0.3527
H -2.53 3.26 5.79 0.4986
H -1.72 3.41 4.25 0.1139
H -1.51 1.95 5.31 0.2353
H -1.97 -1.70 4.23 0.6538
H -0.80 -1.63 2.79 -0.5759
H -2.14 -4.11 3.93 0.3745
H -0.47 -3.67 4.10 0.6078
H 0.16 -3.53 1.79 -0.8231
H -1.40 -4.10 1.19 -0.0251
H -1.27 -6.13 2.29 0.4223
H 0.36 -5.77 3.08 0.3694
H 0.30 -5.82 1.42 0.4353
C 1.75 -1.49 -6.85 -1.1101
C 0.35 -1.87 -7.35 -0.7479
C -0.51 -2.56 -6.28 -0.4341
C -0.45 -4.05 -6.27 -0.8803
N -1.36 -4.79 -5.18 0.9091
C -1.15 -6.27 -5.20 -0.7756
C -2.18 -6.80 -6.31 -0.7321
C -3.38 -5.89 -6.12 -0.5646
C -2.84 -4.54 -5.61 -0.6037
C -1.19 -4.15 -3.80 -1.4135
C 0.19 -4.32 -3.17 0.0608
C 0.30 -3.77 -1.72 -1.2767
H 1.77 -0.46 -6.51 0.2827
H 2.50 -1.56 -7.63 0.3388
H 1.97 -2.20 -6.04 0.2900
H 0.23 -2.44 -8.27 0.3991
H -0.20 -0.94 -7.48 0.3415
H -1.55 -2.28 -6.43 0.5078
H -0.19 -2.20 -5.30 0.2391
H 0.58 -4.34 -6.08 0.2109
H -0.74 -4.45 -7.24 0.5717
H -1.50 -6.58 -4.21 0.4343
H -0.10 -6.57 -5.27 0.3638
H -2.48 -7.84 -6.17 0.4233
H -1.77 -6.66 -7.31 0.3379
H -4.02 -6.25 -5.31 0.3143
H -3.98 -5.75 -7.01 0.3533
H -3.46 -4.03 -4.87 0.3992
H -2.82 -3.80 -6.41 0.2240
H -2.07 -4.53 -3.27 0.7241
H -1.45 -3.10 -3.91 0.3083
H 0.97 -3.83 -3.75 0.2265
H 0.41 -5.38 -3.10 0.3799
H 0.26 -2.68 -1.71 0.3441
H 1.19 -4.02 -1.13 0.3148
H -0.44 -4.25 -1.08 0.1877
C 2.03 1.28 6.58 -1.8186
C 1.75 0.77 5.19 1.0943
C 3.04 0.08 4.68 -1.0028
C 2.84 -0.59 3.22 0.4843
N 4.18 -1.33 2.73 0.1403
C 3.89 -1.84 1.30 -0.7566
C 3.03 -3.05 1.53 0.6544
C 3.42 -3.59 2.89 -0.6303
C 4.47 -2.66 3.49 -0.7670
C 5.42 -0.44 2.82 -1.0622
C 5.27 0.89 2.10 0.5040
C 6.65 1.52 1.84 -1.6320
H 3.01 1.71 6.76 0.3968
H 2.06 0.41 7.24 0.4756
H 1.29 1.97 6.99 0.3891
H 1.58 1.63 4.55 -0.3808
H 0.90 0.09 5.17 0.0991
H 3.43 -0.67 5.36 0.2599
H 3.81 0.86 4.64 0.3022
H 2.70 0.18 2.47 -0.2536
H 2.04 -1.33 3.18 -0.0125
H 4.83 -2.06 0.80 0.5670
H 3.37 -1.12 0.67 0.2819
H 3.29 -3.69 0.69 0.5614
H 2.02 -2.72 1.29 -0.9914
H 3.83 -4.60 2.81 0.4915
H 2.52 -3.63 3.50 0.1015
H 5.48 -2.95 3.23 0.4623
H 4.45 -2.46 4.56 0.5283
H 6.21 -1.02 2.35 0.6181
H 5.71 -0.28 3.85 0.5273
H 4.61 1.57 2.63 -0.1092
H 4.79 0.81 1.13 0.0903
H 6.42 2.46 1.34 0.4149
H 7.17 0.94 1.07 0.3931
H 7.28 1.62 2.72 0.3946
N 0.76 0.22 0.68 0.2406
O 1.81 0.66 0.23 -0.6208
O -0.05 0.93 1.18 -0.2124
O 0.53 -0.93 0.46 -0.2253